# 1
Computed, not measured: a structure of composition C2F6NO2PdS2 in a non-equilibrium geometry, with the ωB97M-V functional and the def2-TZVPD basis.

```
14
Properties=species:S:1:pos:R:3
S -2.23 -2.12 0.47
C -0.85 -1.50 -0.49
F -1.12 -0.50 -1.37
F -1.82 -2.33 -2.32
F 0.01 -2.43 -0.97
Pd 1.06 -1.00 1.95
N 0.10 -0.79 0.58
S 0.06 0.75 0.93
O -1.21 1.45 0.98
O 0.92 0.78 2.18
C 1.09 1.74 -0.28
F 0.54 1.69 -1.48
F 2.32 1.26 -0.33
F 1.12 3.00 0.13
```

Properties
**LUMO energy (spin up / spin down)**: -0.52 / -4.32 eV
**Multiplicity**: 4
**Gap between HOMO and LUMO (spin up / spin down)**: 7.8 / 5.0 eV
**Net charge**: 0
**E_HOMO (spin up / spin down)**: -0.3076 / -0.3418 Eh
**<S²>**: 3.761

Here are the Löwdin charges for atoms 1 to 2, given in e: 0.80 -0.99

---

# 2
Computed, not measured: a structure of composition C2FMnO in a non-equilibrium geometry, with the ωB97M-V functional and the def2-TZVPD basis.

```
5
Properties=species:S:1:pos:R:3
C -1.15 -0.66 -0.66
C -0.04 0.20 -0.32
O -0.46 -0.76 0.62
F -0.49 1.46 0.05
Mn 2.14 -0.24 0.31
```

Properties
**LUMO energy (spin up / spin down)**: -0.37 / -1.21 eV
**Multiplicity**: 7
**Gap between HOMO and LUMO (spin up / spin down)**: 7.5 / 8.4 eV
**Net charge**: 0
**E_HOMO (spin up / spin down)**: -0.2892 / -0.3550 Eh
**<S²>**: 12.003

Here are the Löwdin charges for atoms 1 to 2, given in e: 0.17 -0.68

---

# 3
Computed, not measured: the molecule C2FNO2 in a non-equilibrium geometry, with the ωB97M-V functional and the def2-TZVPD basis.

```
6
Properties=species:S:1:pos:R:3
C 0.79 0.21 0.41
C -1.09 -0.10 -0.65
N -2.03 0.26 -1.25
O 0.82 1.26 0.05
O -0.13 -0.99 0.25
F 1.64 -0.63 1.18
```

Properties
**Energy relative to the best compared isomer or geometry (same formula, charge and spin)**: 3.796 eV
**LUMO energy**: -0.53 eV
**SMILES string**: N#COC(=O)F
**Multiplicity**: 1
**Gap between HOMO and LUMO**: 12.1 eV
**Net charge**: 0
**E_HOMO**: -0.4639 Eh

Here are the Löwdin charges for atoms 1 to 2, given in e: -0.44 -0.16

---

# 4
Computed, not measured: a structure of composition C2H10AlN4O3 in a non-equilibrium geometry, with the ωB97M-V functional and the def2-TZVPD basis.

```
20
Properties=species:S:1:pos:R:3
N 0.19 -1.94 -0.32
C -0.53 -0.81 -0.92
N -1.05 -1.21 -2.25
N -1.72 -0.41 -0.09
C 0.39 0.44 -1.00
Al 0.69 1.08 0.95
O -0.76 2.10 1.54
O 2.28 2.13 0.97
N 2.87 2.06 2.16
O 2.10 2.10 3.08
H -0.32 -2.81 -0.48
H 0.32 -1.79 0.68
H -1.59 -2.06 -2.07
H -0.27 -1.48 -2.84
H -2.50 -0.41 -0.75
H -1.88 -1.21 0.52
H 1.36 0.21 -1.48
H -0.08 1.29 -1.53
H 0.95 -0.19 1.90
H -0.44 2.91 1.94
```

Properties
**LUMO energy**: 3.64 eV
**Multiplicity**: 1
**Gap between HOMO and LUMO**: 8.4 eV
**Net charge**: -1
**E_HOMO**: -0.1764 Eh

Here are the Löwdin charges for atoms 1 to 2, given in e: 0.05 -0.75

---

# 5
Computed, not measured: a structure of composition C2H10BCl3CoN2O16 in a non-equilibrium geometry, with the ωB97M-V functional and the def2-TZVPD basis.

```
35
Properties=species:S:1:pos:R:3
Co 13.58 -7.32 -0.84
Cl 11.55 -10.18 -0.04
O 11.74 -11.41 -0.76
O 10.35 -9.51 -0.47
O 11.50 -10.45 1.37
O 12.68 -9.30 -0.31
Cl 13.93 -4.36 -2.89
O 14.33 -3.08 -2.35
O 12.56 -4.32 -3.34
O 14.79 -4.71 -3.98
O 14.03 -5.34 -1.82
Cl 14.40 -9.11 -4.15
O 13.84 -8.19 -5.11
O 14.35 -8.50 -2.83
O 13.64 -10.34 -4.14
O 15.77 -9.39 -4.48
B 15.54 -7.27 0.35
H 16.21 -8.25 0.52
H 14.45 -7.55 0.75
H 15.97 -6.25 0.79
H 15.48 -7.19 -0.85
C 11.43 -4.98 2.30
N 12.50 -5.06 1.27
O 13.32 -4.18 1.25
O 12.44 -6.03 0.52
H 10.96 -4.01 2.21
H 11.94 -5.08 3.25
H 10.71 -5.78 2.15
C 11.01 -7.16 -4.20
N 10.84 -7.15 -2.73
O 11.84 -7.15 -2.06
O 9.72 -7.02 -2.29
H 10.73 -6.17 -4.54
H 10.32 -7.91 -4.58
H 12.02 -7.44 -4.48
```

Properties
**Energy relative to the best compared isomer or geometry (same formula, charge and spin)**: 0.000 eV
**LUMO energy (spin up / spin down)**: 4.27 / 4.26 eV
**Multiplicity**: 4
**Gap between HOMO and LUMO (spin up / spin down)**: 8.5 / 8.5 eV
**Net charge**: -2
**E_HOMO (spin up / spin down)**: -0.1550 / -0.1548 Eh
**<S²>**: 3.756

Here are the Löwdin charges for atoms 1 to 2, given in e: 0.72 0.66

---

# 6
Computed, not measured: a structure of composition C2H10CdO10 in a non-equilibrium geometry, with the ωB97M-V functional and the def2-TZVPD basis.

```
23
Properties=species:S:1:pos:R:3
Cd -0.10 0.16 -0.04
C 1.07 0.36 2.44
O 0.84 -0.79 1.94
O 1.97 0.60 3.38
O 0.56 1.33 1.87
H 2.44 -0.20 3.59
C -2.73 -0.16 0.28
O -2.00 -0.40 1.20
O -3.99 -0.66 0.30
O -2.24 0.49 -0.66
H -4.46 -0.57 -0.51
O 0.21 2.32 -0.86
H 0.80 2.54 -1.60
H 0.52 2.85 -0.07
O -0.04 -2.06 -0.49
H 0.52 -2.74 -0.16
H -0.75 -2.39 -1.08
O 2.12 0.19 -0.43
H 2.46 -0.14 -1.22
H 2.77 -0.12 0.23
O -0.26 -0.06 -2.48
H 0.11 -0.94 -2.42
H 0.19 0.39 -3.22
```

Properties
**Energy relative to the best compared isomer or geometry (same formula, charge and spin)**: 0.678 eV
**LUMO energy**: -0.65 eV
**Multiplicity**: 1
**Gap between HOMO and LUMO**: 7.7 eV
**Net charge**: 0
**E_HOMO**: -0.3052 Eh

Here are the Löwdin charges for atoms 1 to 2, given in e: 1.45 -0.85

---

# 7
Computed, not measured: a structure of composition C2H10FInO3P3 in a non-equilibrium geometry, with the ωB97M-V functional and the def2-TZVPD basis.

```
20
Properties=species:S:1:pos:R:3
O 0.39 2.52 -2.20
P 0.28 1.15 -2.69
P 0.24 -0.05 -0.55
C -1.44 -0.80 -0.60
C -2.36 -0.03 0.39
F -1.57 0.82 1.15
P 0.79 -1.09 1.84
O 2.06 -1.98 1.67
O 1.34 0.02 2.82
H 1.44 0.70 -3.35
H -0.93 0.85 -3.33
H 0.55 1.18 0.02
H 1.30 -0.83 -1.02
H -1.34 -1.83 -0.27
H -1.83 -0.80 -1.62
H -2.89 -0.74 1.02
H -3.12 0.54 -0.15
H 1.93 -2.85 1.25
H 2.16 0.57 2.68
In 2.99 2.65 2.93
```

Properties
**LUMO energy**: -13.91 eV
**Multiplicity**: 1
**Gap between HOMO and LUMO**: 6.6 eV
**Net charge**: +3
**E_HOMO**: -0.7542 Eh

Here are the Löwdin charges for atoms 1 to 2, given in e: -0.40 0.76

---

# 8
Computed, not measured: a structure of composition C2H10InO4 in a non-equilibrium geometry, with the ωB97M-V functional and the def2-TZVPD basis.

```
17
Properties=species:S:1:pos:R:3
In -0.07 1.90 -1.65
O -2.54 0.88 -0.43
H -3.39 1.28 -0.26
H -2.65 -0.04 -0.22
O -0.89 -0.84 -2.49
H -1.64 -1.08 -3.03
H -0.55 -1.67 -2.16
C 1.91 -0.08 0.88
C 0.42 -0.31 1.31
O -0.20 0.93 1.48
O 2.06 0.19 -0.52
H 2.58 -0.89 1.16
H 2.37 0.74 1.43
H 0.42 -0.79 2.29
H -0.09 -1.02 0.65
H -0.69 0.89 2.30
H 2.95 -0.08 -0.75
```

Properties
**Energy relative to the best compared isomer or geometry (same formula, charge and spin)**: 2.569 eV
**LUMO energy**: -19.78 eV
**Multiplicity**: 1
**Gap between HOMO and LUMO**: 4.1 eV
**Net charge**: +3
**E_HOMO**: -0.8757 Eh

Here are the Löwdin charges for atoms 1 to 2, given in e: 1.63 0.00

---

# 9
Computed, not measured: a cluster of 2 separate species, C2H10N2 in total in a non-equilibrium geometry, with the ωB97M-V functional and the def2-TZVPD basis.

```
14
Properties=species:S:1:pos:R:3
C -2.40 0.42 0.24
C 2.02 0.63 -0.21
H -0.73 -0.90 0.00
H -2.22 -1.57 -0.18
H -3.19 0.67 -0.42
H -2.75 0.32 1.27
H -1.69 1.24 0.19
H 1.91 -1.43 -0.50
H 2.76 -0.97 0.89
H 1.73 1.38 0.48
H 3.02 0.99 -0.62
H 1.31 0.66 -1.05
N -1.67 -0.70 -0.41
N 1.90 -0.73 0.32
```

Properties
**Energy relative to the best compared isomer or geometry (same formula, charge and spin)**: 0.851 eV
**LUMO energy**: 1.11 eV
**SMILES string**: CN.CN
**Multiplicity**: 1
**Gap between HOMO and LUMO**: 10.3 eV
**Net charge**: 0
**E_HOMO**: -0.3390 Eh

Here are the Löwdin charges for atoms 1 to 2, given in e: -0.20 -0.23

---

# 10
Computed, not measured: a cluster of 2 separate species, C2H10N2O in total in a non-equilibrium geometry, with the ωB97M-V functional and the def2-TZVPD basis.

```
15
Properties=species:S:1:pos:R:3
N 2.24 1.25 0.17
C 0.86 1.20 0.77
C 0.22 -0.16 0.51
N -1.12 -0.43 1.23
H 2.22 0.80 -0.74
H 2.52 2.21 0.00
H 0.87 1.38 2.00
H 0.19 1.97 0.41
H 0.97 -0.90 0.88
H 0.03 -0.40 -0.57
H -1.89 -0.06 0.68
H -1.31 -1.47 1.10
H -1.65 -1.17 -1.62
H -2.53 -2.23 -2.55
O -1.61 -1.99 -2.27
```

Properties
**Energy relative to the best compared isomer or geometry (same formula, charge and spin)**: 1.179 eV
**LUMO energy**: 0.54 eV
**SMILES string**: NCCN.O
**Multiplicity**: 1
**Gap between HOMO and LUMO**: 10.1 eV
**Net charge**: 0
**E_HOMO**: -0.3500 Eh

Here are the Löwdin charges for atoms 1 to 2, given in e: -0.02 -0.31

---

# 11
Computed, not measured: a cluster of 2 separate species, C2H10N2O in total in a non-equilibrium geometry, with the ωB97M-V functional and the def2-TZVPD basis.

```
15
Properties=species:S:1:pos:R:3
C 1.09 -1.50 0.62
N 0.04 -0.62 0.04
C 0.65 0.41 -0.81
N -0.22 1.49 -1.17
H 0.71 -2.52 0.70
H 1.98 -1.57 -0.02
H 1.30 -1.12 1.62
H -0.59 -1.20 -0.51
H 1.07 0.02 -1.73
H 1.50 0.80 -0.26
H -1.02 1.18 -1.71
H -0.57 2.01 -0.37
H -2.64 0.99 0.81
H -1.31 0.49 1.27
O -2.00 1.13 1.53
```

Properties
**Energy relative to the best compared isomer or geometry (same formula, charge and spin)**: 0.302 eV
**LUMO energy**: 0.90 eV
**SMILES string**: CNCN.O
**Multiplicity**: 1
**Gap between HOMO and LUMO**: 10.5 eV
**Net charge**: 0
**E_HOMO**: -0.3531 Eh

Here are the Löwdin charges for atoms 1 to 2, given in e: -0.11 -0.14

---

# 12
Computed, not measured: a cluster of 3 separate species, C2H10N2O2 in total in a non-equilibrium geometry, with the ωB97M-V functional and the def2-TZVPD basis.

```
16
Properties=species:S:1:pos:R:3
C 0.50 1.90 0.29
N 1.44 1.44 -0.77
C 0.93 0.71 -1.78
N 1.58 0.33 -2.81
H 0.13 0.98 0.74
H -0.28 2.52 -0.16
H 1.06 2.57 0.93
H 2.28 1.94 -0.95
H -0.01 0.21 -1.55
H 1.15 -0.44 -3.29
H -5.44 0.85 4.63
H -4.44 -0.04 3.94
O -4.56 0.88 4.24
H 1.86 -4.12 0.19
H 1.43 -3.97 -1.21
O 1.18 -4.46 -0.40
```

Properties
**Energy relative to the best compared isomer or geometry (same formula, charge and spin)**: 0.999 eV
**LUMO energy**: 0.71 eV
**SMILES string**: [H]/N=C/NC.O.O
**Multiplicity**: 1
**Gap between HOMO and LUMO**: 9.6 eV
**Net charge**: 0
**E_HOMO**: -0.3274 Eh

Here are the Löwdin charges for atoms 1 to 2, given in e: -0.08 -0.07

---

# 13
Computed, not measured: a cluster of 3 separate species, C2H10N2O2 in total in a non-equilibrium geometry, with the ωB97M-V functional and the def2-TZVPD basis.

```
16
Properties=species:S:1:pos:R:3
C 0.40 -2.03 -0.12
N -1.96 -1.71 2.03
C -1.85 -1.20 0.73
N -0.88 -1.27 -0.05
H 0.11 -2.86 -0.71
H 1.29 -1.49 -0.50
H 0.65 -2.44 0.88
H -2.55 -1.19 2.65
H -1.02 -1.91 2.43
H -2.72 -0.64 0.44
H 2.35 5.53 -2.92
H 1.59 4.30 -2.74
O 1.58 5.22 -2.42
H 0.30 0.29 -0.14
H 1.67 0.46 0.48
O 1.03 0.95 -0.05
```

Properties
**Energy relative to the best compared isomer or geometry (same formula, charge and spin)**: 1.242 eV
**LUMO energy**: 0.73 eV
**SMILES string**: C/N=C\N.O.O
**Multiplicity**: 1
**Gap between HOMO and LUMO**: 9.9 eV
**Net charge**: 0
**E_HOMO**: -0.3356 Eh

Here are the Löwdin charges for atoms 1 to 2, given in e: -0.10 0.07

---

# 14
Computed, not measured: a cluster of 3 separate species, C2H10N2O2 in total in a non-equilibrium geometry, with the ωB97M-V functional and the def2-TZVPD basis.

```
16
Properties=species:S:1:pos:R:3
C -1.23 0.75 2.47
N -0.47 0.42 1.28
C 0.37 -0.58 0.99
N 0.99 -0.88 -0.12
H -2.30 0.48 2.55
H -1.21 1.77 2.81
H -0.63 0.25 3.28
H -0.80 0.96 0.52
H 0.69 -1.41 1.66
H 1.47 -1.74 0.11
H 2.33 -1.97 -3.76
H 1.49 -1.40 -2.67
O 2.18 -1.14 -3.26
H -0.59 0.93 -2.34
H -1.38 2.20 -1.92
O -0.93 1.37 -1.60
```

Properties
**Energy relative to the best compared isomer or geometry (same formula, charge and spin)**: 1.463 eV
**LUMO energy**: 0.86 eV
**SMILES string**: [H]/N=C/NC.O.O
**Multiplicity**: 1
**Gap between HOMO and LUMO**: 9.6 eV
**Net charge**: 0
**E_HOMO**: -0.3225 Eh

Here are the Löwdin charges for atoms 1 to 2, given in e: -0.10 -0.04

---

# 15
Computed, not measured: a cluster of 2 separate species, C2H10N2O2P in total in a non-equilibrium geometry, with the ωB97M-V functional and the def2-TZVPD basis.

```
17
Properties=species:S:1:pos:R:3
C -1.80 -1.72 0.26
C 1.07 1.75 -0.13
N -0.68 -0.88 -0.11
N 0.31 1.34 -1.31
O -1.76 0.04 -2.39
O 1.59 -0.59 1.56
P -0.68 0.04 -1.43
H -2.55 -1.30 -0.50
H -1.61 -2.84 0.07
H -2.12 -1.53 1.30
H 2.14 1.37 -0.10
H 0.87 2.87 0.11
H 0.61 1.26 0.80
H 0.23 -1.07 0.45
H 0.41 1.83 -2.21
H 2.43 -0.40 1.24
H 1.55 -0.16 2.41
```

Properties
**Energy relative to the best compared isomer or geometry (same formula, charge and spin)**: 2.429 eV
**LUMO energy**: -4.98 eV
**Multiplicity**: 1
**Gap between HOMO and LUMO**: 10.4 eV
**Net charge**: +1
**E_HOMO**: -0.5634 Eh

Here are the Löwdin charges for atoms 1 to 2, given in e: -0.10 -0.13

---

# 16
Computed, not measured: a cluster of 2 separate species, C2H10N2O2Si in total in a non-equilibrium geometry, with the ωB97M-V functional and the def2-TZVPD basis.

```
17
Properties=species:S:1:pos:R:3
C 1.85 1.26 1.30
C -2.41 -0.30 0.35
N 0.81 -2.40 0.11
N -0.30 0.79 -2.20
O 1.33 1.21 0.00
O -1.20 0.36 0.40
Si 0.09 0.46 -0.54
H 1.09 0.74 1.98
H 2.04 2.32 1.43
H 2.78 0.61 1.20
H -2.35 -1.20 -0.18
H -3.26 0.35 -0.01
H -2.65 -0.57 1.42
H 1.54 -2.39 0.83
H 1.23 -2.91 -0.65
H 0.31 1.46 -2.71
H -0.92 0.21 -2.72
```

Properties
**Energy relative to the best compared isomer or geometry (same formula, charge and spin)**: 3.509 eV
**LUMO energy (spin up / spin down)**: 0.27 / 0.27 eV
**Multiplicity**: 1
**Gap between HOMO and LUMO (spin up / spin down)**: 7.2 / 7.2 eV
**Net charge**: 0
**E_HOMO (spin up / spin down)**: -0.2556 / -0.2554 Eh

Here are the Löwdin charges for atoms 1 to 2, given in e: -0.10 -0.15

---

# 17
Computed, not measured: a cluster of 3 separate species, C2H10N2O3 in total in a non-equilibrium geometry, with the ωB97M-V functional and the def2-TZVPD basis.

```
17
Properties=species:S:1:pos:R:3
N 1.32 0.49 1.44
C 0.04 0.18 0.96
C -0.54 1.11 -0.19
N -1.39 0.54 -1.04
O -0.27 2.28 -0.11
H 1.90 0.78 0.65
H 1.27 1.32 2.03
H -0.12 -0.87 0.63
H -0.76 0.33 1.70
H -1.73 -0.38 -0.79
H -1.95 1.15 -1.63
H -2.30 -3.24 0.37
H -0.80 -2.97 0.70
O -1.68 -2.66 0.85
H 2.00 0.92 -2.48
H 2.98 0.44 -1.50
O 2.03 0.58 -1.58
```

Properties
**Energy relative to the best compared isomer or geometry (same formula, charge and spin)**: 0.000 eV
**LUMO energy (spin up / spin down)**: -3.02 / -8.56 eV
**Multiplicity**: 2
**Gap between HOMO and LUMO (spin up / spin down)**: 12.5 / 6.5 eV
**Net charge**: +1
**E_HOMO (spin up / spin down)**: -0.5699 / -0.5535 Eh
**<S²>**: 0.757

Here are the Löwdin charges for atoms 1 to 2, given in e: 0.16 -0.12

---

# 18
Computed, not measured: a structure of composition C2H10N2O5P2S in a non-equilibrium geometry, with the ωB97M-V functional and the def2-TZVPD basis.

```
22
Properties=species:S:1:pos:R:3
C -1.63 1.12 2.16
N -0.97 2.16 1.35
C 0.24 1.71 0.66
O 0.74 0.48 1.20
P 0.86 -0.67 0.13
O -0.40 -0.90 -0.56
O 1.30 -1.95 1.02
S 0.16 -3.19 1.00
O 2.07 -0.28 -0.82
P 1.91 -0.76 -2.48
N 0.58 0.09 -3.14
O 1.40 -2.30 -2.49
H -1.90 0.27 1.54
H -2.51 1.57 2.58
H -1.02 0.81 2.99
H -1.60 2.45 0.61
H 1.02 2.45 0.84
H 0.09 1.65 -0.42
H -0.91 -2.63 1.60
H 0.30 0.85 -2.52
H -0.22 -0.55 -3.16
H 0.51 -2.37 -2.09
```

Properties
**LUMO energy**: 0.18 eV
**Multiplicity**: 1
**Gap between HOMO and LUMO**: 9.6 eV
**Net charge**: 0
**E_HOMO**: -0.3478 Eh

Here are the Löwdin charges for atoms 1 to 2, given in e: -0.11 -0.08